DFT (ωB97M-V with the def2-TZVPD basis set) results for a cluster of 9 separate species, C63H147N9O15 in total in a non-equilibrium geometry.

Properties
* HOMO level: -8.28 eV
* frontier orbital gap: 8.73 eV
* energy relative to the best compared isomer or geometry (same formula, charge and spin): 3.621 eV
* LUMO energy: 0.01671 Ha

Geometry (Å):
C1 0.58671 0.73889 -1.84028
C2 -0.46014 -0.08485 -1.00585
C3 0.47317 -0.99234 -0.05309
C4 -0.30728 -1.41864 1.16888
C5 -1.14629 -0.36618 1.92842
C6 -2.13340 0.31991 0.89907
N1 -1.33632 0.83944 -0.23308
O1 -2.02303 1.72942 -1.13113
C7 -3.22326 -0.62415 0.43133
C8 -2.67106 1.46863 1.75029
C9 -1.21135 -1.02946 -1.99974
H1 1.45644 0.17781 -2.18211
H2 0.95810 1.62141 -1.31940
H3 0.15468 1.11587 -2.76728
H4 0.69950 -1.94894 -0.52402
H5 1.43866 -0.59409 0.25888
H6 0.31402 -2.08094 1.77174
H7 -1.01902 -2.14030 0.76795
H8 -0.50830 0.42762 2.31695
H9 -1.73915 -0.90748 2.66572
H10 -2.95898 -1.68162 0.42920
H11 -4.00688 -0.69511 1.18565
H12 -3.66414 -0.30031 -0.51146
H13 -1.89719 2.17464 2.05158
H14 -3.37926 2.04434 1.15438
H15 -3.22833 1.25892 2.66329
H16 -1.83471 -0.45230 -2.68269
H17 -1.90620 -1.55873 -1.34770
H18 -0.62577 -1.66525 -2.66379
H19 -2.58991 1.10157 -1.58506
C10 -1.99287 -5.52185 -3.33002
C11 -2.00109 -6.17309 -1.88728
C12 -0.77054 -5.54495 -1.20848
C13 -0.68448 -5.72353 0.31364
C14 -2.03822 -5.29549 1.00778
C15 -3.28182 -5.92485 0.37843
N2 -3.20267 -5.71754 -1.08549
O2 -4.39402 -6.00999 -1.70488
C16 -3.47885 -7.39546 0.82920
C17 -4.39203 -4.98740 0.92899
C18 -1.85087 -7.68265 -1.97958
H20 -2.69711 -6.04015 -3.98081
H21 -0.99061 -5.49733 -3.75778
H22 -2.29315 -4.47415 -3.31363
H23 0.12611 -6.02777 -1.59709
H24 -0.80873 -4.48052 -1.44009
H25 0.08126 -5.07475 0.73887
H26 -0.44303 -6.77963 0.43394
H27 -2.02543 -4.20569 0.99100
H28 -1.96166 -5.62449 2.04411
H29 -2.54200 -7.95070 0.87545
H30 -4.08080 -7.43226 1.73717
H31 -4.09548 -8.08028 0.24707
H32 -4.27565 -3.91077 0.80480
H33 -5.33804 -5.30593 0.49114
H34 -4.46439 -5.12818 2.00743
H35 -1.44443 -8.13865 -1.07682
H36 -1.35445 -8.10611 -2.85271
H37 -2.89304 -7.98912 -2.06938
H38 -4.85274 -5.16668 -1.70677
C19 3.75557 -3.80814 0.42223
C20 4.91882 -3.71911 1.42585
C21 4.25424 -3.95277 2.80799
C22 5.30752 -4.41752 3.88090
C23 6.12379 -5.67461 3.36932
C24 6.77471 -5.51848 1.97425
N3 5.84610 -4.83113 1.05901
O3 6.47489 -4.53769 -0.15462
C25 8.16653 -4.96546 2.17880
C26 6.95409 -6.98834 1.47249
C27 5.50813 -2.26732 1.39134
H39 3.25957 -4.77377 0.52046
H40 4.05216 -3.71170 -0.62220
H41 2.95646 -3.10871 0.66782
H42 3.75644 -3.07822 3.22688
H43 3.55206 -4.78637 2.82072
H44 4.85890 -4.70722 4.83112
H45 6.06972 -3.64728 3.99867
H46 5.42967 -6.51422 3.33251
H47 6.82543 -5.86337 4.18183
H48 8.62877 -4.76767 1.21169
H49 8.15898 -3.96689 2.61572
H50 8.77861 -5.65309 2.76244
H51 7.71874 -7.06437 0.69942
H52 7.25594 -7.71537 2.22642
H53 6.06929 -7.36699 0.96079
H54 5.10323 -1.64041 2.18578
H55 5.31576 -1.76082 0.44553
H56 6.59685 -2.30748 1.42568
H57 6.03351 -5.15129 -0.74646
C28 -6.83711 9.60980 3.44913
O4 -5.72275 8.71516 3.54195
C29 -5.69361 7.90799 4.71805
C30 -6.76357 6.83128 4.81104
N4 -7.02075 6.14762 3.60151
C31 -6.17374 4.96187 3.47254
C32 -6.26338 4.33906 2.01184
O5 -5.83203 5.11616 0.89212
C33 -4.67619 5.94883 1.11557
H58 -6.59653 10.55637 3.93309
H59 -7.71590 9.16803 3.91888
H60 -7.04146 10.02194 2.46096
H61 -5.61555 8.48351 5.64042
H62 -4.71763 7.44138 4.58454
H63 -7.71544 7.20441 5.18896
H64 -6.38144 6.07790 5.49987
H65 -7.03897 6.76450 2.80200
H66 -6.34383 4.25392 4.28369
H67 -5.14088 5.13390 3.77537
H68 -7.29839 4.10878 1.75922
H69 -5.73106 3.38810 2.03227
H70 -3.79830 5.32344 1.27772
H71 -4.81623 6.72979 1.86296
H72 -4.44649 6.36009 0.13262
C34 -7.27647 1.23280 -0.26311
O6 -6.65614 1.52248 -1.56067
C35 -5.55900 2.40711 -1.45685
C36 -4.96345 2.54101 -2.90715
N5 -4.43143 1.28417 -3.38334
C37 -4.12671 1.28698 -4.82024
C38 -3.20632 0.26479 -5.48432
O7 -3.63825 -1.05809 -5.19371
C39 -2.79850 -2.10673 -5.69792
H73 -6.69659 0.56598 0.37501
H74 -8.16961 0.62718 -0.41674
H75 -7.60192 2.13994 0.24608
H76 -4.74864 2.07854 -0.80611
H77 -5.67811 3.39972 -1.02251
H78 -4.12935 3.24245 -2.88803
H79 -5.69396 3.01286 -3.56427
H80 -5.14973 0.58792 -3.24415
H81 -3.60484 2.21481 -5.05449
H82 -5.02758 1.39222 -5.42477
H83 -2.20068 0.46274 -5.11336
H84 -3.24766 0.50192 -6.54741
H85 -3.18615 -3.06976 -5.36566
H86 -1.74631 -2.04316 -5.42051
H87 -2.94391 -1.94410 -6.76586
C40 4.41774 -1.65291 6.00451
O8 3.14844 -1.61710 5.37923
C41 2.11427 -2.29201 6.11329
C42 0.88567 -2.35873 5.19757
N6 0.34441 -1.06321 4.90641
C43 -0.58046 -0.69043 5.94204
C44 -1.37000 0.64910 5.71201
O9 -0.40727 1.71254 5.62114
C45 -0.91591 2.95965 5.22228
H88 5.18551 -1.55193 5.23741
H89 4.67342 -2.61152 6.45595
H90 4.45881 -0.89384 6.78568
H91 1.81049 -1.74173 7.00380
H92 2.42392 -3.28625 6.43533
H93 0.14654 -2.99862 5.67958
H94 1.14175 -2.76466 4.21892
H95 1.14306 -0.45043 4.82418
H96 -0.02338 -0.47926 6.85482
H97 -1.32322 -1.46757 6.12217
H98 -1.99545 0.79119 6.59333
H99 -1.97885 0.59080 4.80979
H100 -1.95913 3.02417 5.53152
H101 -0.96453 3.00041 4.13413
H102 -0.38083 3.78732 5.68785
C46 2.81637 -2.90830 -3.14171
O10 2.30824 -3.66696 -4.18533
C47 0.92527 -3.38368 -4.58821
C48 0.53222 -4.14246 -5.88279
N7 0.72546 -3.44413 -7.14308
C49 2.15534 -3.43238 -7.49665
C50 2.61036 -4.83818 -7.83728
O11 1.82415 -5.55498 -8.71083
C51 2.03537 -5.03926 -10.01875
H103 3.81971 -3.10801 -2.76554
H104 2.18194 -2.89279 -2.25550
H105 3.01545 -1.91242 -3.53754
H106 0.77026 -2.31973 -4.76730
H107 0.24810 -3.83560 -3.86342
H108 -0.53344 -4.36280 -5.82018
H109 1.02426 -5.11505 -5.87453
H110 0.20655 -3.89964 -7.88020
H111 2.70193 -2.95865 -6.68123
H112 2.25270 -2.71884 -8.31488
H113 2.78843 -5.37300 -6.90435
H114 3.65390 -4.74581 -8.13828
H115 1.79641 -3.98367 -10.14810
H116 1.31124 -5.61061 -10.59952
H117 3.04572 -5.18167 -10.40216
C52 3.19631 1.62829 -4.64087
O12 3.74568 1.20706 -3.34944
C53 3.69145 2.27250 -2.43541
C54 4.20978 1.80227 -1.01211
N8 4.28698 2.84436 0.00123
C55 5.11772 2.47517 1.16810
C56 4.49214 1.24662 1.98255
O13 3.47742 1.81588 2.77626
C57 2.77694 0.97170 3.67145
H118 3.14240 0.74449 -5.27655
H119 3.81769 2.35302 -5.16694
H120 2.18067 2.01285 -4.54760
H121 2.66605 2.57462 -2.22240
H122 4.19377 3.17782 -2.77626
H123 5.19177 1.35465 -1.16517
H124 3.63366 0.96213 -0.62436
H125 3.35364 2.94214 0.37461
H126 5.23806 3.36119 1.79146
H127 6.06798 2.25310 0.68251
H128 5.36765 0.99916 2.58283
H129 4.17820 0.41371 1.35342
H130 2.96175 -0.06234 3.38042
H131 1.69310 1.07613 3.62154
H132 3.15437 1.07997 4.68827
C58 -0.05360 4.43478 -0.27270
O14 0.57449 5.63085 0.01443
C59 -0.01266 6.79508 -0.44054
C60 0.78068 8.14303 0.06712
N9 2.15083 8.10818 -0.44165
C61 3.08807 9.11599 0.06810
C62 2.64226 10.50722 -0.34389
O15 3.69448 11.45875 -0.21369
C63 3.40503 12.77092 -0.54967
H133 0.00084 4.23250 -1.34238
H134 -1.09313 4.37876 0.05032
H135 0.49502 3.69203 0.30648
H136 -1.02769 6.95309 -0.07605
H137 0.08045 6.78448 -1.52650
H138 0.81935 8.23773 1.15231
H139 0.26326 9.03537 -0.28517
H140 2.41622 7.13716 -0.35925
H141 4.11117 8.93350 -0.26062
H142 3.11797 9.14845 1.15721
H143 1.88744 10.71261 0.41518
H144 2.13317 10.67092 -1.29369
H145 3.71295 12.90189 -1.58703
H146 3.99847 13.51472 -0.01798
H147 2.35729 13.06906 -0.58792

Löwdin atomic charge list, values in e, 2 entries:
1 C -0.036
2 C -0.407